[1]
Computed, not measured: a molecular structure, C20H44HoNO2P3 at a distorted geometry, with the ωB97M-V functional and the def2-TZVPD basis.

```
71
Properties=species:S:1:pos:R:3:lowdin_charge:R:1
Ho 0.01 0.71 -0.08 1.27
P -2.46 -1.26 0.02 0.75
P 0.97 -0.74 2.12 0.73
P 0.36 -1.58 -1.73 0.72
H -0.17 2.99 -1.61 0.09
C -0.39 2.12 -2.27 -0.12
C -1.65 1.60 -2.30 -0.04
H -2.45 2.04 -1.70 0.07
C -4.03 -0.74 0.85 -0.28
C -2.29 -2.88 0.91 -0.25
C -3.30 -1.89 -1.51 -0.25
C 2.62 -0.04 2.55 -0.26
C 0.10 -0.66 3.76 -0.23
C 1.38 -2.52 2.12 -0.25
C -0.25 -1.48 -3.45 -0.24
C 0.12 -3.38 -1.53 -0.25
C 2.18 -1.53 -2.00 -0.25
H 0.39 1.93 -3.01 0.08
H -1.98 0.80 -2.98 0.08
H -4.53 0.04 0.26 0.05
H -3.84 -0.40 1.87 0.05
H -4.71 -1.60 0.92 0.07
H -1.95 -2.71 1.94 0.04
H -1.60 -3.56 0.39 0.02
H -3.27 -3.37 0.94 0.07
H -3.70 -1.04 -2.06 0.05
H -4.14 -2.53 -1.21 0.07
H -2.63 -2.50 -2.13 0.01
H 2.92 -0.39 3.55 0.08
H 2.51 1.04 2.62 0.04
H 3.39 -0.22 1.79 0.05
H 0.84 -0.71 4.58 0.07
H -0.63 -1.49 3.90 0.06
H -0.47 0.29 3.87 0.03
H 1.98 -2.75 3.01 0.08
H 1.98 -2.72 1.23 0.04
H 0.48 -3.16 2.11 0.04
H 0.49 -1.97 -4.10 0.08
H -0.40 -0.44 -3.76 0.03
H -1.19 -2.03 -3.52 0.05
H 0.73 -3.91 -2.27 0.08
H -0.93 -3.64 -1.71 0.04
H 0.41 -3.71 -0.53 0.04
H 2.51 -2.17 -2.83 0.08
H 2.70 -1.83 -1.08 0.06
H 2.45 -0.49 -2.20 -0.01
C 3.60 1.46 -1.35 -0.21
C 4.66 1.76 -0.44 -0.02
C 5.98 1.77 -0.91 -0.03
C 6.23 1.59 -2.30 -0.04
C 5.17 1.41 -3.19 -0.03
C 3.83 1.37 -2.72 -0.04
O 2.26 0.99 -0.87 -0.23
H 2.10 1.39 0.02 0.04
H 4.48 1.93 0.64 0.12
H 6.84 1.85 -0.23 0.13
H 7.28 1.57 -2.66 0.14
H 5.39 1.25 -4.25 0.13
H 3.01 1.26 -3.44 0.12
C -2.51 2.83 3.48 0.01
N -3.24 2.76 2.22 -0.13
C -4.56 3.42 2.12 0.02
C -2.67 2.34 1.11 -0.25
O -1.45 1.91 1.03 -0.26
H -3.10 3.46 4.15 0.10
H -1.52 3.27 3.37 0.11
H -2.40 1.84 3.97 0.10
H -4.55 4.09 1.23 0.12
H -5.36 2.65 1.99 0.12
H -4.71 4.00 3.06 0.11
H -3.30 2.33 0.23 0.14
```

Output
Net charge: +3
2S+1: 5
LUMO level (spin up / spin down) in eV: -9.882 / -9.694

[2]
Computed, not measured: 7 unconnected molecules or ions with the total composition C20H44N2O12 at a distorted geometry, with the ωB97M-V functional and the def2-TZVPD basis.

```
78
Properties=species:S:1:pos:R:3:lowdin_charge:R:1
O -9.58 -10.49 14.78 0.13
H -9.06 -10.27 15.60 0.08
H -10.28 -11.21 15.02 0.09
H -8.96 -10.80 14.07 0.10
C -8.47 -10.00 11.02 -0.04
C -8.51 -9.41 9.70 -0.37
C -8.81 -10.41 8.48 -0.39
O -9.02 -9.93 7.37 -0.05
C -8.92 -11.81 8.81 -0.04
C -8.94 -12.29 10.11 -0.41
C -8.72 -11.34 11.25 -0.35
O -8.57 -11.70 12.48 -0.12
O -9.05 -13.56 10.26 -0.09
O -8.35 -8.21 9.47 -0.03
H -8.20 -9.30 11.80 0.08
H -9.09 -12.46 7.96 0.08
C -12.83 -10.47 15.74 -0.10
C -12.65 -11.92 15.26 -0.44
O -11.36 -12.44 15.31 -0.34
H -12.63 -10.36 16.80 0.04
H -13.87 -10.15 15.60 0.06
H -12.21 -9.74 15.20 0.05
H -13.05 -12.04 14.24 0.10
H -13.34 -12.58 15.81 0.09
O -10.77 -13.14 17.97 -0.10
H -11.10 -12.73 17.14 0.00
H -9.86 -12.86 18.04 0.00
O -10.92 -14.35 13.32 -0.12
H -11.15 -13.50 13.75 -0.02
H -10.38 -14.11 12.55 0.01
C -6.04 -9.68 14.35 -0.10
O -7.15 -9.51 15.19 -0.23
C -6.80 -9.41 16.57 -0.20
C -8.00 -8.90 17.37 -0.17
N -9.02 -9.97 17.43 -0.07
C -10.12 -9.65 18.35 -0.15
C -9.61 -9.65 19.84 -0.19
O -9.64 -8.40 20.50 -0.19
C -10.90 -7.89 20.76 -0.14
H -5.21 -8.99 14.53 0.08
H -6.29 -9.60 13.29 0.09
H -5.60 -10.68 14.44 0.10
H -5.96 -8.71 16.65 0.12
H -6.47 -10.39 16.93 0.13
H -8.28 -7.92 17.00 0.13
H -7.67 -8.71 18.40 0.11
H -8.48 -10.75 17.79 0.11
H -10.94 -10.35 18.19 0.09
H -10.46 -8.62 18.18 0.12
H -8.64 -10.14 19.89 0.12
H -10.33 -10.27 20.39 0.11
H -11.41 -7.48 19.88 0.09
H -10.88 -7.17 21.58 0.08
H -11.58 -8.67 21.15 0.09
C -14.15 -3.90 10.75 -0.13
O -13.26 -4.76 11.43 -0.18
C -13.86 -5.93 11.91 -0.25
C -12.86 -7.08 11.93 -0.22
N -11.72 -6.72 12.75 -0.07
C -10.67 -7.78 12.81 -0.15
C -9.64 -7.35 13.87 -0.22
O -8.67 -6.52 13.27 -0.17
C -7.61 -6.17 14.12 -0.12
H -14.64 -4.37 9.90 0.08
H -13.66 -2.98 10.45 0.08
H -14.96 -3.60 11.43 0.08
H -14.63 -6.32 11.22 0.11
H -14.44 -5.79 12.83 0.12
H -12.57 -7.35 10.90 0.13
H -13.33 -8.00 12.30 0.12
H -11.28 -5.84 12.52 0.10
H -10.13 -7.69 11.86 0.12
H -11.16 -8.74 12.94 0.12
H -9.15 -8.27 14.18 0.08
H -10.13 -6.91 14.75 0.12
H -7.97 -5.42 14.85 0.08
H -6.79 -5.75 13.54 0.09
H -7.19 -7.04 14.64 0.06
```

Output
Net charge: -2
2S+1: 1
LUMO level in eV: 3.535

[3]
Computed, not measured: a molecular structure, C20H44N3OP2Ti at a distorted geometry, with the ωB97M-V functional and the def2-TZVPD basis.

```
71
Properties=species:S:1:pos:R:3:lowdin_charge:R:1
Ti -0.11 -0.03 -0.43 0.46
P 0.02 -2.13 -1.68 0.97
P 0.29 2.33 0.14 0.98
N 0.47 0.76 -2.39 -0.24
C 0.92 -1.58 -3.19 -0.26
H 1.81 -2.21 -3.30 0.11
H 0.26 -1.75 -4.05 0.09
C 1.35 -0.11 -3.19 -0.24
H 2.38 0.01 -2.80 0.13
H 1.37 0.29 -4.22 0.14
C 0.72 2.23 -2.59 -0.20
H -0.22 2.70 -2.93 0.13
H 1.45 2.33 -3.41 0.13
C 1.27 2.86 -1.32 -0.29
H 1.27 3.95 -1.39 0.10
H 2.31 2.53 -1.15 0.10
C 1.14 3.07 1.59 -0.50
C 2.17 2.08 2.15 -0.11
H 3.00 1.90 1.46 0.08
H 1.71 1.12 2.39 0.03
H 2.58 2.49 3.09 0.10
C -1.30 3.23 -0.16 -0.52
C -2.41 2.76 0.80 -0.11
H -3.36 2.75 0.25 0.10
H -2.53 3.45 1.65 0.08
H -2.25 1.74 1.18 0.04
C -1.60 -2.78 -2.29 -0.52
C -2.35 -3.57 -1.20 -0.11
H -3.40 -3.66 -1.50 0.10
H -2.33 -3.06 -0.23 0.07
H -1.95 -4.58 -1.09 0.08
C 1.02 -3.49 -0.95 -0.54
C 0.54 -3.81 0.47 -0.10
H 1.30 -4.43 0.96 0.10
H -0.40 -4.38 0.45 0.07
H 0.39 -2.92 1.08 0.05
C 1.80 -0.40 -0.03 -0.14
O 2.94 -0.61 0.17 0.15
C -1.09 4.76 -0.17 -0.09
H -0.07 5.08 0.10 0.07
H -1.30 5.16 -1.17 0.09
H -1.78 5.25 0.53 0.09
C -1.52 -3.54 -3.62 -0.10
H -2.18 -4.41 -3.60 0.10
H -1.85 -2.89 -4.44 0.09
H -0.51 -3.90 -3.87 0.06
C 1.09 -4.72 -1.85 -0.09
H 1.74 -5.46 -1.36 0.10
H 0.11 -5.19 -1.99 0.08
H 1.53 -4.50 -2.83 0.08
C 0.16 3.52 2.68 -0.08
H -0.55 2.73 2.95 0.05
H 0.73 3.77 3.58 0.10
H -0.40 4.42 2.40 0.08
H 1.67 3.94 1.18 0.12
H 2.03 -3.04 -0.88 0.10
H -1.59 2.91 -1.18 0.09
H -2.17 -1.85 -2.46 0.08
H -0.55 0.59 -2.62 0.06
H -1.60 0.26 -1.42 0.00
C -1.26 0.44 4.83 0.02
N -0.23 -0.24 4.02 -0.14
C 0.97 -0.76 4.71 0.02
C -0.31 -0.25 2.73 -0.20
N -0.59 -0.33 1.57 0.10
H -1.02 0.25 5.88 0.10
H -2.25 0.04 4.60 0.11
H -1.25 1.53 4.66 0.09
H 1.14 -1.81 4.45 0.11
H 1.87 -0.18 4.43 0.10
H 0.80 -0.66 5.79 0.10
```

Output
Net charge: +2
2S+1: 2
LUMO level (spin up / spin down) in eV: -7.408 / -7.221

[4]
Computed, not measured: a molecular structure, C20H45BBrCl8I2N2NbO2P at a distorted geometry, with the ωB97M-V functional and the def2-TZVPD basis.

```
83
Properties=species:S:1:pos:R:3:lowdin_charge:R:1
C 1.75 -7.20 1.88 -0.09
C 1.18 -5.91 1.33 -0.27
C 1.30 -5.68 -0.31 -0.42
Nb 1.96 -3.58 -0.90 1.35
Br 3.63 -3.66 1.20 -0.01
C 0.43 -2.55 0.44 -0.42
C -1.02 -3.31 0.54 -0.30
C -2.26 -2.34 -0.02 -0.23
C -3.28 -1.84 1.17 -0.30
N -2.56 -1.23 2.35 -0.05
P 0.36 -3.54 -2.92 0.50
N 1.06 -2.95 -4.28 -0.40
B 3.61 -4.54 -2.22 -0.62
O 5.01 -4.31 -1.73 -0.09
O 3.33 -5.29 -3.46 -0.15
C 3.26 -6.74 -3.25 -0.26
C 4.54 -7.40 -2.48 -0.11
C 2.88 -1.56 -1.42 -0.85
I 3.79 -0.78 0.47 0.52
C 1.83 -0.43 -1.95 -0.77
C 2.43 0.34 -3.32 -0.19
I 1.76 1.17 -0.40 0.57
H 1.72 -8.21 1.28 0.05
H 2.29 -7.20 2.92 0.04
H 0.64 -5.15 2.05 0.08
H 2.13 -6.45 -0.67 0.03
H 0.23 -5.95 -0.74 0.05
H 0.90 -2.40 1.53 0.04
H 0.20 -1.44 0.06 0.00
H -1.11 -4.30 -0.07 0.07
H -1.29 -3.51 1.68 0.10
H -1.88 -1.41 -0.61 0.10
H -2.91 -2.97 -0.79 0.10
H -4.04 -2.70 1.46 0.12
H -3.95 -0.98 0.69 0.11
H -1.70 -0.72 2.02 0.05
H -2.31 -1.93 3.08 0.06
H -0.17 -4.88 -3.20 -0.06
H -0.75 -2.71 -2.54 -0.07
H 2.06 -2.73 -4.06 -0.08
H 5.55 -4.14 -2.57 0.11
H 2.20 -7.03 -2.77 0.12
H 3.23 -7.23 -4.33 0.13
H 5.54 -6.99 -2.98 0.09
H 4.54 -7.26 -1.31 0.09
H 4.54 -8.56 -2.69 0.08
H 3.81 -1.72 -2.14 0.03
H 0.74 -0.79 -2.12 0.04
H 3.57 0.04 -3.48 0.09
H 2.34 1.52 -3.22 0.01
H 1.84 0.04 -4.29 0.07
Cl -0.18 1.53 4.42 0.54
C -1.28 2.92 4.27 -0.67
C -2.53 2.58 3.47 -0.66
Cl -2.17 2.30 1.75 0.52
H -0.73 3.75 3.82 0.03
H -1.56 3.22 5.29 0.07
H -3.24 3.41 3.52 0.02
H -3.03 1.69 3.87 0.07
Cl -1.71 5.33 1.70 0.56
C -1.94 5.31 -0.07 -0.64
C -2.22 6.70 -0.62 -0.77
Cl -3.81 7.33 -0.11 0.56
H -2.76 4.62 -0.30 0.07
H -1.02 4.91 -0.50 0.05
H -2.22 6.67 -1.71 0.02
H -1.45 7.42 -0.31 0.02
Cl -7.84 7.86 3.83 0.53
C -6.13 8.19 4.20 -0.67
C -5.19 7.47 3.25 -0.68
Cl -5.22 5.70 3.49 0.54
H -5.95 7.90 5.24 0.07
H -5.99 9.27 4.11 0.07
H -4.16 7.80 3.42 0.07
H -5.44 7.67 2.20 0.03
Cl 0.07 7.10 -2.07 0.65
C 1.35 6.55 -0.95 -0.61
C 2.52 5.92 -1.68 -0.65
Cl 2.09 4.36 -2.42 0.53
H 0.89 5.86 -0.23 0.06
H 1.68 7.44 -0.40 0.08
H 3.33 5.72 -0.97 0.08
H 2.91 6.58 -2.46 0.07
```

Output
Net charge: -1
2S+1: 1
LUMO level in eV: 1.069

[5]
Computed, not measured: 5 unconnected molecules or ions with the total composition C20H45Cl8N3 at a distorted geometry, with the ωB97M-V functional and the def2-TZVPD basis.

```
76
Properties=species:S:1:pos:R:3:lowdin_charge:R:1
Cl 5.35 5.70 0.94 0.45
C 4.86 4.01 0.31 -1.94
Cl 4.04 4.25 -1.23 0.49
Cl 6.33 3.05 -0.03 0.51
Cl 3.80 3.12 1.43 0.49
Cl 1.02 0.15 -0.96 0.52
C 0.57 1.93 -1.22 -1.85
Cl 1.49 2.60 -2.61 0.50
Cl -1.22 2.21 -1.45 0.54
Cl 1.08 2.68 0.31 0.47
C 3.44 -2.48 2.68 -0.11
C 3.60 -1.23 1.91 -0.27
N 4.81 -1.26 1.08 -0.16
C 6.05 -1.40 1.85 -0.27
C 6.10 -0.49 3.07 -0.10
C 4.78 -2.33 0.08 -0.25
C 3.63 -2.29 -0.97 -0.11
H 2.74 -2.36 3.51 0.08
H 4.39 -2.74 3.16 0.07
H 3.23 -3.39 2.12 0.07
H 2.72 -1.09 1.28 0.08
H 3.50 -0.46 2.67 0.11
H 6.33 -2.42 2.12 0.11
H 6.81 -0.94 1.22 0.11
H 7.01 -0.40 3.66 0.07
H 5.96 0.56 2.79 0.07
H 5.45 -0.89 3.85 0.06
H 4.76 -3.31 0.57 0.10
H 5.60 -2.23 -0.63 0.11
H 3.79 -2.97 -1.80 0.07
H 3.58 -1.30 -1.44 0.05
H 2.67 -2.52 -0.50 0.05
C -2.67 -2.41 -2.91 -0.08
C -1.45 -1.37 -2.90 -0.22
N -0.35 -1.61 -3.90 -0.20
C -0.92 -1.36 -5.20 -0.30
C -1.09 0.11 -5.45 -0.08
C 0.35 -2.85 -3.80 -0.26
C 1.80 -2.70 -4.37 -0.06
H -3.34 -2.22 -3.75 0.05
H -3.41 -2.33 -2.12 0.06
H -2.51 -3.49 -3.01 0.06
H -1.88 -0.37 -2.87 0.07
H -1.03 -1.37 -1.89 0.05
H -0.12 -1.69 -5.85 0.10
H -1.70 -2.05 -5.51 0.12
H -0.84 0.55 -6.42 0.07
H -2.14 0.33 -5.26 0.07
H -0.47 0.63 -4.72 0.07
H -0.23 -3.73 -4.09 0.11
H 0.48 -3.03 -2.74 0.11
H 1.75 -2.41 -5.42 0.06
H 2.24 -3.70 -4.28 0.07
H 2.37 -2.03 -3.73 0.06
C -7.46 2.86 2.47 -0.11
C -6.38 2.81 3.54 -0.26
N -5.20 2.18 2.92 -0.20
C -4.35 1.50 3.92 -0.28
C -4.86 0.09 4.01 -0.09
C -4.42 3.16 2.11 -0.23
C -3.28 2.54 1.23 -0.11
H -7.29 3.67 1.76 0.06
H -8.49 3.13 2.73 0.07
H -7.50 1.95 1.88 0.08
H -6.28 3.77 4.05 0.11
H -6.75 2.17 4.34 0.10
H -3.27 1.52 3.81 0.11
H -4.44 2.10 4.83 0.11
H -5.95 0.01 4.13 0.07
H -4.73 -0.25 2.98 0.07
H -4.27 -0.67 4.52 0.07
H -3.96 3.76 2.89 0.10
H -5.00 3.80 1.45 0.11
H -2.50 2.05 1.80 0.06
H -2.85 3.27 0.55 0.03
H -3.84 1.93 0.51 0.07
```

Output
2S+1: 1
SMILES string: ClC(Cl)(Cl)Cl.ClC(Cl)(Cl)Cl.CCN(CC)CC.CCN(CC)CC.CCN(CC)CC
LUMO level in eV: -0.238

[6]
Computed, not measured: a molecular structure, C20H45F6N3O7Sr at a distorted geometry, with the ωB97M-V functional and the def2-TZVPD basis.

```
82
Properties=species:S:1:pos:R:3:lowdin_charge:R:1
Sr 2.67 -21.36 -24.17 1.50
C 3.85 -24.85 -22.98 -0.39
O 5.10 -24.41 -22.35 -0.15
O 3.05 -23.74 -23.22 -0.32
C 4.18 -25.92 -24.04 -0.63
F 5.03 -26.85 -23.54 0.12
F 3.18 -26.57 -24.52 0.20
F 4.94 -25.47 -25.00 0.16
C 5.72 -24.96 -21.15 -0.22
C 7.17 -24.48 -20.87 -0.06
H 7.29 -23.48 -21.28 0.05
H 7.37 -24.63 -19.81 0.08
H 7.92 -25.14 -21.30 0.07
H 5.65 -26.05 -21.15 0.11
H 5.21 -24.60 -20.25 0.09
H 3.38 -25.42 -22.18 0.15
C 1.13 -18.98 -26.86 -0.27
O 2.11 -18.01 -27.16 -0.07
O 1.61 -19.75 -25.80 -0.03
C -0.33 -18.29 -26.95 -0.55
F -0.35 -17.21 -26.17 0.18
F -0.70 -17.97 -28.18 0.19
F -1.23 -19.15 -26.45 0.17
C 1.95 -17.22 -28.30 -0.24
C 3.41 -16.96 -28.69 -0.06
H 4.05 -17.84 -28.79 0.07
H 3.52 -16.53 -29.69 0.08
H 3.99 -16.34 -28.00 0.08
H 1.48 -16.27 -28.06 0.13
H 1.44 -17.68 -29.15 0.13
H 1.05 -19.62 -27.74 0.19
C -1.41 -20.27 -22.94 -0.04
C -0.28 -20.97 -22.16 -0.36
C 0.00 -22.48 -22.56 -0.17
O 0.31 -22.69 -23.95 -0.32
C 0.14 -24.03 -24.47 -0.05
N 0.94 -20.22 -22.43 -0.04
H -1.39 -20.24 -24.03 0.07
H -1.44 -19.24 -22.60 0.09
H -2.28 -20.89 -22.75 0.09
H -0.37 -20.88 -21.07 0.15
H -0.89 -23.05 -22.29 0.12
H 0.77 -23.03 -22.01 0.11
H -0.94 -24.14 -24.42 0.09
H 0.69 -24.74 -23.86 0.09
H 0.46 -24.09 -25.51 0.09
H 0.70 -19.57 -23.17 0.05
H 1.08 -19.69 -21.58 0.09
C 3.21 -22.07 -19.67 -0.01
C 4.07 -20.98 -20.37 -0.37
C 5.54 -20.96 -19.89 -0.17
O 5.68 -20.99 -18.45 -0.17
C 6.94 -20.67 -18.00 -0.14
N 4.04 -21.17 -21.85 -0.03
H 2.18 -21.85 -19.95 0.06
H 3.45 -22.19 -18.61 0.09
H 3.46 -23.04 -20.09 0.07
H 3.62 -20.02 -20.09 0.13
H 5.97 -20.05 -20.31 0.12
H 6.03 -21.77 -20.43 0.10
H 7.80 -20.96 -18.60 0.09
H 7.03 -20.84 -16.93 0.10
H 6.97 -19.58 -18.05 0.08
H 4.31 -22.14 -21.94 0.03
H 4.80 -20.75 -22.36 0.05
C 4.72 -22.33 -28.49 -0.05
C 4.67 -22.54 -26.94 -0.35
C 5.49 -21.45 -26.18 -0.17
O 5.45 -21.68 -24.78 -0.27
C 6.65 -22.29 -24.18 -0.03
N 3.20 -22.43 -26.74 -0.02
H 4.25 -23.12 -29.07 0.09
H 5.78 -22.37 -28.76 0.08
H 4.43 -21.31 -28.73 0.08
H 4.86 -23.57 -26.65 0.13
H 4.80 -20.62 -26.31 0.11
H 6.51 -21.31 -26.54 0.14
H 7.51 -21.63 -24.33 0.09
H 7.04 -23.18 -24.68 0.10
H 6.55 -22.35 -23.10 0.06
H 2.90 -21.61 -27.24 0.04
H 2.76 -23.18 -27.25 0.09
```

Output
Net charge: +1
2S+1: 2
LUMO level (spin up / spin down) in eV: -2.381 / -7.123